Record 1
30
Properties=species:S:1:pos:R:3:forces:R:3 method="wB97M-V/def2-TZVPD" charge=+2 homo_energy_ev="-15.97 / -15.96" spin_multiplicity=2 total_energy_ev=-24141.837 e_lumo_ev="-9.03 / -10.56" fmax_ev_per_a=1.3
N -1.620629 3.530114 -0.242967 -0.767 0.836 -0.629
C -1.219192 2.995760 -1.487571 0.242 -0.324 0.243
C -1.856890 1.668698 -1.893256 -0.129 -0.005 -0.417
O -0.855614 0.680549 -1.768564 0.382 0.247 0.392
C -1.081120 -0.449798 -1.037343 0.259 0.090 -0.299
O -2.042029 -1.138281 -1.174879 -0.538 0.165 0.475
N -0.001338 -0.712031 -0.186682 0.032 -0.638 -0.427
C -0.176970 -2.027440 0.457200 0.041 0.256 0.190
C 0.866000 -2.378084 1.515193 -0.026 -0.273 -0.303
N 0.400320 -3.556625 2.264443 0.340 0.257 0.018
C 1.315122 -0.484149 -0.824005 0.231 0.352 -0.156
C 2.008254 0.676693 -0.131808 0.189 0.209 -0.139
O 1.624586 1.812362 -0.222594 -0.236 -0.026 0.297
O 3.081597 0.318493 0.600293 -0.640 -0.704 0.449
H -1.265131 4.450314 0.024604 0.390 -0.228 0.228
H -2.574462 3.373987 0.090619 0.158 -0.386 0.224
H -0.118452 2.911124 -1.489266 -0.013 0.080 -0.063
H -1.438530 3.809699 -2.218688 0.043 0.000 0.007
H -2.140418 1.737272 -2.943130 -0.103 -0.064 0.029
H -2.754709 1.432739 -1.315144 0.043 -0.084 0.003
H -1.151445 -2.022476 0.939593 -0.066 -0.118 -0.136
H -0.166594 -2.825858 -0.291850 -0.102 -0.075 0.104
H 1.826939 -2.595342 1.048462 0.093 0.159 0.154
H 1.087397 -1.467979 2.150160 0.006 0.089 -0.400
H 0.248598 -3.407292 3.253653 -0.274 -0.421 -0.062
H 1.039757 -4.336832 2.174599 -0.057 -0.024 0.029
H 1.916034 -1.391742 -0.827479 -0.012 0.031 0.171
H 1.185663 -0.178874 -1.858947 -0.007 -0.089 -0.035
H 3.163477 0.906874 1.363052 0.475 0.542 -0.379
Ag 0.699780 -1.331874 4.032304 0.045 0.146 0.433

=====

Record 2
14
Properties=species:S:1:pos:R:3:forces:R:3 method="wB97M-V/def2-TZVPD" charge=-2 homo_energy_ev=-0.88 relative_energy_ev=1.3854 total_energy_ev=-12434.850 e_lumo_ev=6.77 fmax_ev_per_a=4.2
C 0.230613 -1.480355 1.400006 -2.909 -0.201 -0.291
C -0.891757 -2.365805 0.599411 1.447 0.983 1.405
O -2.061938 -2.300838 1.014990 -0.394 0.259 0.522
O -0.448345 -3.003145 -0.340851 0.653 -1.353 -1.770
H 1.090546 -1.177536 0.855444 -0.116 1.485 -1.672
H 0.863827 -2.001359 2.059223 -0.235 -1.586 1.956
H -0.463268 -0.763508 1.894683 1.444 0.168 -0.102
C -0.373833 1.521471 -1.049807 -0.464 -0.073 2.770
C 0.891147 2.327271 -0.717170 -1.840 2.146 3.083
O 1.970838 2.114749 -1.226071 1.830 -1.251 -1.992
O 0.724521 3.208360 0.202774 -0.509 -0.333 -0.504
H -0.527199 0.656367 -0.336976 0.191 1.190 -0.338
H -0.267028 1.049473 -1.925802 0.680 -1.838 -3.613
H -1.314504 2.068067 -1.147949 0.223 0.404 0.548

=====

Record 3
76
Properties=species:S:1:pos:R:3:forces:R:3 method="wB97M-V/def2-TZVPD" charge=0 homo_energy_ev="-8.46 / -8.45" spin_multiplicity=6 relative_energy_ev=1.6594 total_energy_ev=-128672.087 e_lumo_ev="0.08 / -2.24" fmax_ev_per_a=0.8
Ru -0.070021 0.186022 0.234523 0.706 -0.173 -0.048
N 1.003741 2.243408 3.041381 -0.141 0.053 -0.125
C 0.209806 2.868877 2.140219 0.136 0.156 0.023
N 0.031227 2.467331 0.904037 -0.246 -0.276 0.162
C -0.810025 3.329405 0.218604 0.048 -0.119 -0.017
C -1.237481 4.397600 0.918442 -0.078 0.196 0.017
S -0.584126 4.362875 2.510677 0.046 -0.063 0.049
C -1.181369 2.984140 -1.153048 0.148 -0.169 0.035
C -1.758213 3.794630 -2.061625 -0.075 0.215 -0.078
S -2.043566 2.934883 -3.525832 0.036 -0.111 -0.020
C -1.349021 1.510271 -2.809905 0.010 0.213 -0.068
N -0.935324 1.685902 -1.579623 -0.362 -0.211 0.133
N -1.225085 0.362136 -3.520635 0.042 0.102 0.107
H 1.150753 1.247452 2.884578 0.048 -0.071 -0.023
H 0.869542 2.486312 4.008538 0.003 0.048 0.019
H -1.911625 5.181017 0.610908 0.049 -0.068 -0.006
H -2.016959 4.838144 -1.970733 0.050 -0.092 0.019
H -1.760435 0.272495 -4.366408 -0.012 0.031 -0.039
H -1.150535 -0.482809 -2.967758 0.010 -0.069 0.057
C -7.368883 -0.016136 -1.458260 0.068 -0.010 0.045
C -6.179493 -0.048412 -0.535483 -0.072 -0.010 -0.013
C -6.300753 -0.538813 0.762193 -0.071 0.012 -0.027
C -5.199589 -0.636835 1.597783 0.011 -0.085 0.036
C -3.960563 -0.232680 1.125990 0.054 -0.191 -0.129
C -3.818865 0.282830 -0.157687 -0.022 -0.016 0.204
C -4.927412 0.377680 -0.977044 0.000 -0.042 -0.026
S -2.575623 -0.329073 2.209613 -0.334 0.246 0.222
O -3.023085 -0.846662 3.470937 0.032 -0.144 -0.030
O -1.936228 0.971233 2.196264 0.030 0.135 -0.151
N -1.485447 -1.317112 1.470487 0.237 0.186 0.073
C -0.870348 -2.227229 2.301970 -0.339 0.083 -0.208
C 0.400002 -1.354166 3.134311 0.249 0.144 0.010
O 0.521997 -1.718436 4.269425 -0.011 0.064 -0.260
O 0.964180 -0.527114 2.380499 -0.185 -0.150 0.168
H -8.292763 0.178940 -0.913927 0.022 0.009 -0.002
H -7.477262 -0.982541 -1.956466 -0.013 0.025 -0.005
H -7.249889 0.743780 -2.230248 -0.015 -0.005 0.015
H -7.274793 -0.848395 1.125888 0.054 -0.002 -0.023
H -5.291200 -1.016255 2.608258 0.013 0.009 -0.077
H -2.849003 0.606327 -0.499307 0.090 0.048 -0.102
H -4.822738 0.781544 -1.979114 0.013 -0.026 0.045
H -0.303237 -2.980231 1.753005 0.096 0.064 0.004
H -1.480877 -2.638175 3.099945 0.028 0.009 0.087
O 1.595994 -1.702416 -0.052051 -0.159 0.435 0.358
H 1.102874 -2.510896 -0.302891 0.074 -0.168 -0.084
H 1.868975 -1.811401 0.867473 0.101 0.116 -0.057
F -2.956872 -4.762784 -1.741332 -0.022 -0.067 0.017
C -2.613161 -3.676196 -1.077144 0.161 0.136 0.035
F -3.599991 -2.786255 -1.155304 -0.111 0.022 0.049
F -2.395606 -3.983637 0.199205 -0.113 0.019 -0.040
S -1.088057 -2.922819 -1.825723 0.260 0.163 -0.185
O -1.102153 -1.526739 -1.399522 -0.082 -0.215 0.013
O -1.217058 -3.136989 -3.239293 0.008 -0.058 0.202
N 0.133906 -3.600838 -1.101698 -0.298 -0.565 -0.453
S 0.760158 -5.003271 -1.618757 -0.190 0.027 0.015
O 1.818988 -5.346143 -0.728268 -0.054 0.092 0.153
O -0.245935 -5.953812 -1.975437 0.103 0.111 -0.036
C 1.643507 -4.543879 -3.212779 -0.016 0.087 0.204
F 1.720015 -3.210091 -3.347964 0.114 -0.077 -0.040
F 2.880352 -5.029784 -3.164843 -0.059 0.037 -0.121
F 1.019410 -5.043803 -4.263553 -0.023 -0.012 -0.100
N 3.022616 0.816732 -2.945848 0.055 0.028 -0.028
C 2.033873 0.254298 -2.210024 0.029 0.006 0.030
N 1.851779 0.851045 -1.065941 -0.026 0.062 0.049
C 2.797798 1.874610 -1.021370 -0.055 -0.026 0.002
C 3.096342 2.800362 -0.020225 -0.020 -0.034 -0.008
C 4.114830 3.700428 -0.261279 -0.014 0.003 0.017
C 4.835822 3.691571 -1.466113 0.006 0.005 0.004
C 4.565904 2.770958 -2.458169 0.029 -0.007 -0.037
C 3.541013 1.864805 -2.207354 -0.059 -0.020 0.036
H 3.342471 0.495998 -3.841483 -0.010 -0.036 -0.027
H 1.481732 -0.608445 -2.551192 0.022 0.035 -0.004
H 2.555692 2.795042 0.915223 0.050 0.019 -0.021
H 4.370895 4.428466 0.498680 -0.010 -0.029 -0.026
H 5.626367 4.416474 -1.614492 -0.023 -0.026 0.001
H 5.130906 2.753346 -3.382008 -0.019 -0.002 0.030